The following is a quantum chemistry calculation of a molecular structure, C32H52Cl11INO7P2S2 at a distorted geometry, from the OMol25 dataset.

Geometry as XYZ:
```
108
Properties=species:S:1:pos:R:3:forces:R:3:lowdin_charge:R:1
C 5.145684 -0.399817 -2.567959 -0.1 0.3 0.0 0.16
C 3.996560 -0.701968 -2.446409 0.1 -0.4 0.4 -0.14
C 2.617915 -1.142981 -2.217808 0.3 0.6 0.0 -0.30
C 1.779476 0.138595 -2.328229 1.2 -0.5 0.3 -0.14
N 0.374231 -0.133279 -1.997218 -1.1 0.6 -0.7 -0.45
Cl -0.251271 -1.494375 -2.932648 1.0 -0.1 -1.1 0.87
C -0.454354 1.050359 -2.461023 -0.2 0.3 -0.4 -0.13
C -0.559470 1.301183 -3.986207 0.0 0.1 -0.5 -0.36
C -1.898778 0.876044 -4.592395 0.4 -0.6 0.2 -0.05
O -0.206019 2.665230 -4.203422 -0.1 -0.2 -0.1 -0.09
C -1.269359 3.598379 -4.266373 0.1 1.3 0.6 -0.15
C -2.111551 3.689849 -3.010186 -0.3 -0.4 -0.3 -0.21
C -1.583013 3.945064 -1.751303 0.3 0.0 -0.2 -0.05
C -2.414060 3.970421 -0.651374 -0.1 0.0 0.9 -0.08
C -3.774929 3.756180 -0.763023 -0.7 -0.3 -0.4 -0.07
C -4.323071 3.501352 -2.011847 0.4 0.1 0.0 -0.06
C -3.478485 3.478037 -3.109660 -0.4 -0.1 -0.4 -0.05
C 0.163580 -0.424585 -0.464467 -2.0 -0.7 0.5 -0.55
S -1.399830 -1.434873 -0.449944 -0.1 -0.2 0.9 0.81
C -0.242171 0.866367 0.306550 -0.2 0.2 -0.5 -0.33
C -0.448735 0.809830 1.832196 0.5 1.4 0.3 -0.74
C -0.178729 2.240868 2.360825 0.4 0.1 -0.4 -0.18
I -2.496247 0.425930 2.422979 0.3 -0.4 0.0 0.91
C 1.378331 -1.233799 0.151785 1.3 -0.6 0.6 -0.41
C 0.881939 -2.198084 1.271742 -0.4 -0.1 -0.3 -0.15
C 0.618232 -3.659330 0.924994 0.2 -1.2 1.1 -0.51
O 0.982656 -4.518093 1.673392 -0.2 0.4 -0.3 0.15
O -0.065174 -4.034979 -0.227638 0.3 0.6 0.1 -0.01
P 2.525508 0.101662 0.929922 -0.3 2.8 -0.3 0.91
O 2.600426 -0.164443 2.547316 0.1 -0.7 -0.5 -0.27
O 4.029479 -0.034495 0.338693 -0.3 -0.5 0.3 -0.30
C 2.264795 -1.982668 -0.934973 -1.1 -0.2 -0.8 -0.27
P 3.593751 -3.088767 -0.266552 1.7 -0.8 1.7 0.30
O 3.051113 -4.587381 -0.487419 -0.6 0.7 -0.8 -0.21
O 4.927579 -3.078345 -1.166092 -1.2 0.0 -0.5 -0.19
S 4.115713 -2.907433 1.568410 -0.3 0.2 -0.1 0.51
H 6.155141 -0.068403 -2.552552 0.1 0.0 -0.2 0.06
H 2.357883 -1.719950 -3.106564 -0.1 -0.3 0.2 0.13
H 1.941607 0.526983 -3.330247 -0.6 0.1 -0.1 0.15
H 2.128752 0.916306 -1.642349 -0.1 -0.1 0.2 0.14
H -1.468182 0.963081 -2.085568 0.1 -0.2 0.4 0.11
H 0.040330 1.924969 -2.054070 -0.1 0.0 0.2 0.12
H 0.182755 0.735404 -4.551925 0.3 0.0 0.3 0.13
H -1.815512 -0.183672 -4.826433 -0.1 -0.1 0.0 0.02
H -2.734917 0.971891 -3.904300 -0.1 0.3 -0.2 0.08
H -2.071492 1.367931 -5.544417 -0.1 0.2 0.1 0.10
H -0.791592 4.574656 -4.381028 0.3 -0.1 -0.1 0.14
H -1.902545 3.513120 -5.149693 0.0 -0.5 0.0 0.12
H -0.519028 4.115951 -1.627007 0.0 0.1 0.0 0.13
H -2.028970 4.141515 0.346691 0.2 0.1 -0.1 0.10
H -4.440094 3.753657 0.089583 0.2 0.1 0.2 0.11
H -5.375493 3.302442 -2.149328 -0.1 0.1 0.1 0.11
H -3.913063 3.278470 -4.083232 0.1 0.0 0.0 0.12
H -2.348880 -0.487454 -0.548455 0.4 0.2 0.1 -0.09
H 0.457414 1.656347 0.048391 0.3 0.0 0.4 0.08
H -1.203043 1.245669 -0.043317 0.1 -0.2 -0.4 0.06
H 0.219587 0.173680 2.399272 -0.2 -0.5 -0.2 0.04
H -1.035525 2.892401 2.209551 -0.1 0.0 0.2 0.04
H 0.130000 2.230056 3.403026 -0.4 0.0 0.1 0.08
H 0.641270 2.700311 1.801842 0.2 -0.2 0.0 0.07
H -0.049954 -1.845664 1.718227 -0.1 0.2 -0.2 0.09
H 1.562218 -2.234120 2.114946 0.3 0.0 -0.2 0.07
H -1.006412 -3.870213 -0.080538 0.0 0.0 -0.2 0.07
H 2.965850 0.645704 2.929158 -0.1 -0.1 0.2 0.07
H 4.700401 -0.163725 1.032484 0.1 -0.4 -0.1 -0.01
H 1.546659 -2.713459 -1.329241 0.1 -0.1 0.0 0.07
H 2.426389 -4.625160 -1.231519 -0.1 -0.6 0.0 0.01
H 4.721982 -3.569629 -1.980419 0.5 0.0 -0.1 0.07
Cl -5.791391 3.424285 6.188950 0.0 0.0 0.0 0.54
C -5.032743 1.824903 6.015311 -0.1 0.0 0.0 -0.66
C -3.652774 1.772158 6.621619 0.0 -0.2 0.1 -0.64
Cl -2.474281 2.758069 5.715548 0.0 -0.2 -0.2 0.48
H -5.009016 1.578679 4.955939 0.0 0.0 0.0 0.05
H -5.679644 1.109902 6.521577 0.0 0.0 0.0 0.07
H -3.286104 0.746600 6.604756 0.0 0.0 -0.1 0.07
H -3.653987 2.119841 7.652052 0.0 0.1 0.0 0.07
Cl -3.666789 -2.231297 -4.031547 0.0 0.0 0.1 0.55
C -4.184111 -3.257773 -5.400838 0.0 -0.2 -0.1 -0.64
C -4.309815 -2.469308 -6.678795 0.0 0.0 -0.1 -0.66
Cl -5.663316 -1.314628 -6.623314 0.0 0.0 0.0 0.55
H -5.123663 -3.729480 -5.126114 0.0 0.1 0.0 0.07
H -3.431005 -4.034987 -5.518803 0.0 0.1 0.0 0.07
H -4.500897 -3.147889 -7.508334 0.0 0.0 0.0 0.08
H -3.401215 -1.911342 -6.893116 0.0 0.0 0.0 0.06
Cl -2.862968 5.367738 7.221239 0.0 0.3 0.1 0.51
C -2.998130 6.896822 8.129535 0.1 0.0 0.0 -0.65
C -4.130136 6.867620 9.124204 0.0 0.1 0.1 -0.66
Cl -5.723490 6.841955 8.326180 0.0 0.0 0.0 0.54
H -3.120777 7.703968 7.411595 -0.1 0.0 0.0 0.07
H -2.053672 7.041837 8.652099 0.0 0.0 0.0 0.07
H -4.098799 7.762890 9.743122 0.0 0.0 0.0 0.07
H -4.065633 5.997957 9.773429 0.0 0.0 -0.1 0.07
Cl 6.353921 0.229843 2.946952 -0.1 0.0 -0.1 0.57
C 6.909874 -1.453902 2.683063 0.1 -0.2 0.1 -0.68
C 8.262693 -1.699928 3.296704 0.0 0.0 0.1 -0.66
Cl 9.553403 -0.812135 2.449137 0.0 0.0 0.0 0.55
H 6.915823 -1.642447 1.612711 0.0 0.1 0.0 0.05
H 6.169929 -2.106144 3.140341 0.1 0.1 0.1 0.02
H 8.504072 -2.759097 3.227983 0.0 0.0 -0.1 0.08
H 8.284852 -1.408269 4.343895 0.0 0.1 0.0 0.07
Cl 0.962552 -5.947984 -2.964205 -0.1 0.2 0.0 0.58
C 1.756260 -7.521059 -3.248791 0.1 -0.2 0.0 -0.63
C 3.107031 -7.584387 -2.582494 0.0 -0.1 0.1 -0.64
Cl 4.281252 -6.482760 -3.352388 0.0 0.1 0.0 0.55
H 1.829217 -7.670555 -4.322742 0.0 0.1 0.0 0.07
H 1.102660 -8.288238 -2.838137 0.0 0.1 0.1 0.08
H 3.510461 -8.591721 -2.665901 0.0 0.0 -0.1 0.08
H 3.045094 -7.324489 -1.528026 0.0 0.1 0.0 0.07
```
Positions in Å, forces in eV/Å.

Output
- Frontier orbital gap: 7.04 eV
- Net charge: +1
- Lowest unoccupied orbital energy: -0.13365 hartree